Formula: C5H14N2O
Source: the Open Molecules 2025 dataset
Level of theory: the ωB97M-V functional and the def2-TZVPD basis

Charge = 0

Geometry (Å):
C  -0.40564  1.23944  -0.46368
C  -1.62409  2.01652  -0.07857
C  -1.33631  -1.47427  0.93536
C  -0.27882  -0.39857  0.93784
N  -0.27582  0.79880  -1.72226
N  0.21781  0.12519  1.98581
H  0.52544  1.55945  -0.00887
H  0.54942  0.15414  -1.82667
H  -1.12167  0.52209  -2.20396
H  -0.14089  -0.28978  2.85661
H  -2.53357  1.55250  -0.46281
H  -1.68352  2.09376  1.00449
H  -1.55100  3.02712  -0.48997
H  -1.95724  -1.41065  0.03700
H  -0.88004  -2.46500  0.89503
H  -2.00071  -1.42985  1.80387
C  2.78647  -0.95590  -0.60468
O  1.44126  -1.02847  -1.01401
H  0.75580  -0.80025  -0.08615
H  2.91160  -1.17633  0.46674
H  3.36815  -1.69171  -1.17493
H  3.23336  0.03177  -0.78620

Cartesian forces (eV/Å) of the 2 atoms listed first:
0.804 -0.927 0.768
0.000 -0.305 0.209

---

Formula: C5H14N2O
Source: the Open Molecules 2025 dataset
Level of theory: the ωB97M-V functional and the def2-TZVPD basis

Charge = 0

Geometry (Å):
C  1.70114  0.37968  -1.26802
C  3.10479  0.57196  0.70552
C  -2.03294  -0.38476  1.44690
C  -2.50106  -0.67590  -0.93960
C  2.31153  -0.40413  -0.16077
N  -0.85708  0.96303  -0.09742
N  -1.44189  -0.24549  0.03437
O  2.11200  -1.51317  0.11226
H  2.38748  1.01883  -1.67397
H  0.85678  0.97823  -0.74185
H  1.22972  -0.30638  -1.97362
H  2.67712  0.37515  1.66011
H  2.91638  1.54674  0.40051
H  4.17570  0.31277  0.76338
H  -1.20422  -0.04433  2.21761
H  -2.79664  0.44560  1.35820
H  -2.35552  -1.49324  1.55428
H  -2.31590  -0.13174  -1.86597
H  -2.28951  -1.64921  -1.25438
H  -3.58241  -0.50261  -0.55218
H  -1.47401  1.64517  0.31389
H  -0.62146  -0.88618  -0.03924

Cartesian forces (eV/Å) of the 2 atoms listed first:
-2.770 -1.853 1.223
0.825 -2.594 0.474

---

Formula: C5H14N2O2
Source: the Open Molecules 2025 dataset
Level of theory: the ωB97M-V functional and the def2-TZVPD basis

Charge = 0
Structure (SMILES) = CC[C@H](C)NC(N)=O.O

Geometry (Å):
C  0.01671  1.80693  0.46239
C  0.06562  0.29265  0.25318
C  -0.17570  -0.46044  1.56930
C  0.81070  -0.15561  2.70534
N  -1.01933  -0.02489  -0.68412
C  -0.82491  -0.96989  -1.64434
N  -1.99077  -1.43542  -2.23502
O  0.27590  -1.27380  -2.09689
H  -1.01533  2.08840  0.69743
H  0.27767  2.28916  -0.44127
H  0.67209  2.06278  1.29119
H  0.99825  -0.02674  -0.18694
H  -1.14602  -0.12123  1.95800
H  -0.24516  -1.50624  1.30834
H  1.86483  -0.14144  2.43890
H  0.50407  0.74997  3.21613
H  0.69453  -0.98464  3.41052
H  -1.97820  0.21116  -0.51951
H  -2.08496  -1.52086  -3.22953
H  -2.76369  -1.73406  -1.67932
H  1.58400  0.09374  -2.24311
H  3.11200  0.16731  -2.39131
O  2.36770  0.59320  -1.95937

Cartesian forces (eV/Å) of the 2 atoms listed first:
-0.239 -1.072 0.754
-1.234 0.678 0.786

---

Formula: C5H14N2O2
Source: the Open Molecules 2025 dataset
Level of theory: the ωB97M-V functional and the def2-TZVPD basis

Charge = 0

Geometry (Å):
C  1.53386  0.18635  -0.17500
C  2.75145  -0.70218  0.10472
O  1.28535  0.20640  -1.63573
O  1.52163  1.35613  0.37615
H  1.58563  1.08577  -1.89871
H  -0.07035  1.34286  0.81763
H  0.61204  -0.44226  0.17505
H  3.64543  -0.20170  -0.27120
H  2.85551  -0.84171  1.18154
H  2.65601  -1.67247  -0.38521
C  -1.37094  -1.39351  1.22965
C  -1.18410  -0.32815  0.19187
N  -1.42828  -0.64266  -1.08865
N  -1.60171  2.08779  -0.34057
C  -1.17017  1.08717  0.60911
H  -1.08819  0.02422  -1.77307
H  -1.29630  -1.60382  -1.36773
H  -2.40799  1.83333  -0.89499
H  -0.84294  2.41367  -0.92243
H  -1.69059  1.18023  1.56795
H  -2.43961  -1.50411  1.44354
H  -0.98497  -2.35923  0.90093
H  -0.87077  -1.11213  2.15514

Cartesian forces (eV/Å) of the 2 atoms listed first:
0.038 0.024 -0.073
-0.112 0.086 -0.061

---

Formula: C5H14N2O2
Source: the Open Molecules 2025 dataset
Level of theory: the ωB97M-V functional and the def2-TZVPD basis

Charge = 0
Structure (SMILES) = C[C@H](O)ON.C=C(C)N

Geometry (Å):
C  1.39218  -1.31195  0.92245
C  1.07037  -2.14125  -0.07600
C  0.54970  -1.15275  2.15140
N  2.54591  -0.55139  0.91162
H  0.41983  1.26332  -0.17199
H  3.01432  -0.45823  0.02385
H  2.53754  0.28531  1.47182
H  -0.04045  -0.23848  2.08950
H  0.01285  -0.78601  -1.08604
H  1.70299  -2.25436  -0.94208
H  0.22823  -2.80371  0.00067
H  1.18230  -1.10244  3.03839
H  -0.13531  -1.98668  2.25143
C  -0.86385  2.28464  -1.58318
C  -0.49850  1.06437  -0.73968
N  -2.72027  0.41626  -0.15290
O  -1.43366  0.79345  0.29701
O  -0.35703  -0.02563  -1.58545
H  -3.17887  1.24298  -0.53558
H  -2.58895  -0.25857  -0.90867
H  -1.04974  3.13862  -0.93426
H  -0.03971  2.50967  -2.25701
H  -1.74989  2.07283  -2.18530

Cartesian forces (eV/Å) of the 2 atoms listed first:
0.015 0.017 0.123
0.096 -0.271 -0.016

---

Formula: C5H14N2O2S
Source: the Open Molecules 2025 dataset
Level of theory: the ωB97M-V functional and the def2-TZVPD basis

Charge = 0
Structure (SMILES) = CNS(=O)(=O)CCCCN

Geometry (Å):
C  -3.45074  0.80184  -0.11734
C  -0.21995  -0.05357  -0.89571
C  0.66688  0.95970  -0.20109
C  1.56264  0.38973  0.92170
C  2.43765  -0.80295  0.51082
H  -3.05155  1.62063  -0.75133
H  -4.16634  1.19579  0.55468
H  -4.03765  0.20026  -0.86195
H  -2.27801  0.34660  1.66646
H  0.37369  -0.84239  -1.45099
H  -0.83406  0.49345  -1.66358
H  1.28539  1.45341  -0.95096
H  -0.00646  1.78640  0.25227
H  2.21826  1.25046  1.04905
H  1.03918  0.08141  1.85839
H  1.85166  -1.71589  0.43256
H  3.09650  -1.05082  1.40595
H  3.75122  0.24426  -0.77959
H  3.70364  -1.39463  -0.96323
N  -2.51070  0.05922  0.65664
N  3.09770  -0.56201  -0.85108
O  -0.95004  -1.70727  1.20716
O  -2.13685  -1.75252  -1.02838
S  -1.44207  -1.00109  -0.00046

Cartesian forces (eV/Å) of the 2 atoms listed first:
-0.561 0.135 -2.048
0.154 -0.269 -1.604

---

Results for E: -10436.324, -10435.465, -12488.153, -12485.388, -12485.387, -23321.413 (in eV, following the order of the records).
Results for energy above the lowest of the compared OMol25 structures with the same formula, charge and spin: 4.7043, 5.5635, 0.1746, 2.9405, 2.9411, 0.0000 (in eV, following the order of the records).